[1]
Entry from the Open Molecules 2025 dataset: a 6-piece molecular cluster, C25H61N2O7S5 overall in a non-equilibrium geometry (the ωB97M-V functional and the def2-TZVPD basis).

Results
Multiplicity ... 2
E_LUMO (alpha / beta) ... 0.011 / 0.011 Eh
Gap between HOMO and LUMO (alpha / beta) ... 7.934 / 8.613 eV
E_tot ... -98397.769 eV
<S²> ... 0.754
HOMO level (alpha / beta) ... -7.64 / -8.32 eV

Cartesian coordinates (Å):
C (6.8581, -1.6018, -0.8754)
C (5.8483, -2.1531, -1.8826)
C (4.6497, -2.8172, -1.1985)
N (3.4314, -2.6469, -1.9752)
C (2.1445, -2.6890, -1.2415)
C (1.0525, -2.8510, -2.3454)
C (0.0656, -1.7210, -2.5184)
C (-1.1613, -2.1068, -3.3548)
O (0.8025, -0.6452, -3.1227)
C (2.0399, -1.3873, -0.4161)
C (1.2649, -1.3315, 0.9225)
C (2.0998, -0.4441, 1.8602)
C (-0.1271, -0.6804, 0.8074)
N (1.1748, -2.6605, 1.5887)
O (0.4521, -2.6461, 2.6407)
C (1.0247, -3.8963, 0.7720)
C (-0.3966, -4.0399, 0.2420)
C (1.3176, -5.0941, 1.7117)
C (2.1130, -3.8949, -0.3146)
H (6.3611, -0.9374, -0.1671)
H (7.6669, -1.0691, -1.3707)
H (7.2875, -2.4224, -0.2995)
H (6.3546, -2.8723, -2.5256)
H (5.5001, -1.3426, -2.5278)
H (4.8606, -3.8795, -1.0665)
H (4.5659, -2.3959, -0.1852)
H (3.4841, -1.7559, -2.4516)
H (1.5627, -2.9711, -3.3018)
H (0.4882, -3.7687, -2.1967)
H (-0.3128, -1.3757, -1.5605)
H (-1.0668, -1.7471, -4.3785)
H (-1.3116, -3.1844, -3.3968)
H (-2.0546, -1.6917, -2.8933)
H (0.1748, 0.0586, -3.2834)
H (1.6953, -0.5624, -1.0335)
H (3.0713, -1.1273, -0.1676)
H (1.5930, -0.3109, 2.8117)
H (3.0481, -0.9518, 2.0537)
H (2.3308, 0.4958, 1.3653)
H (-0.9159, -1.3941, 0.5821)
H (-0.0836, 0.1025, 0.0537)
H (-0.3850, -0.2236, 1.7612)
H (-0.4808, -4.9745, -0.3122)
H (-1.0906, -4.0835, 1.0809)
H (-0.7296, -3.2332, -0.4054)
H (1.4852, -4.7531, 2.7267)
H (2.1803, -5.6573, 1.3590)
H (0.4789, -5.7882, 1.7150)
H (3.0573, -4.0251, 0.2093)
H (1.9632, -4.8038, -0.9031)
C (2.0808, 2.9211, -5.1198)
S (1.2296, 2.7223, -3.5502)
O (-0.2168, 2.9443, -3.8155)
C (1.8634, 4.2266, -2.7992)
H (1.7793, 2.0953, -5.7604)
H (1.7920, 3.8693, -5.5733)
H (3.1574, 2.8820, -4.9543)
H (1.5919, 5.0836, -3.4159)
H (2.9460, 4.1494, -2.6988)
H (1.4101, 4.3154, -1.8144)
C (5.2501, 1.9574, -1.5425)
S (4.5476, 2.0612, 0.1067)
O (3.0701, 2.0509, -0.0642)
C (5.0168, 3.7678, 0.4110)
H (5.0234, 0.9665, -1.9314)
H (4.7965, 2.7187, -2.1772)
H (6.3304, 2.0920, -1.4863)
H (4.5802, 4.4054, -0.3577)
H (6.1036, 3.8494, 0.4102)
H (4.6279, 4.0451, 1.3881)
C (-3.4555, 0.6052, -0.2428)
S (-3.9354, -1.0803, 0.1140)
O (-3.3876, -1.9348, -0.9778)
C (-5.6811, -0.8483, -0.2318)
H (-2.3770, 0.6789, -0.1141)
H (-3.7215, 0.8481, -1.2725)
H (-3.9731, 1.2584, 0.4607)
H (-5.8015, -0.5006, -1.2580)
H (-6.0840, -0.1213, 0.4744)
H (-6.1752, -1.8092, -0.1045)
C (-7.4474, 3.7559, 2.7024)
S (-6.7286, 3.0425, 1.2268)
O (-5.4891, 2.3317, 1.6662)
C (-6.1918, 4.5871, 0.4907)
H (-7.7993, 2.9406, 3.3304)
H (-6.6983, 4.3327, 3.2443)
H (-8.2909, 4.3847, 2.4165)
H (-5.5238, 5.1009, 1.1813)
H (-7.0649, 5.2000, 0.2686)
H (-5.6650, 4.3498, -0.4312)
C (-4.4099, 1.6906, 4.7495)
S (-5.9545, 2.1694, 5.5193)
O (-5.9191, 3.6484, 5.6947)
C (-5.6165, 1.4529, 7.1304)
H (-4.4162, 2.0861, 3.7357)
H (-3.5815, 2.1084, 5.3221)
H (-4.3484, 0.6027, 4.7155)
H (-4.7048, 1.8924, 7.5340)
H (-5.5129, 0.3729, 7.0289)
H (-6.4587, 1.6832, 7.7790)



[2]
Entry from the Open Molecules 2025 dataset: C14H17BaN4OSbSe4 as an isolated structure (the ωB97M-V functional and the def2-TZVPD basis).

Results
E_LUMO ... 0.136 Eh
Charge ... -2
Gap between HOMO and LUMO ... 4.599 eV
E_tot ... -291424.975 eV
HOMO level ... -0.89 eV

Cartesian coordinates (Å):
Ba (0.9091, -2.0674, -0.3705)
Se (5.2240, -4.8681, 2.0748)
Sb (4.4259, -4.0472, -0.0801)
Se (4.0553, -1.5476, 0.1738)
Se (2.1003, -4.9112, -0.5144)
Se (5.8251, -4.4283, -2.0444)
C (-1.6726, 1.0840, -0.7664)
N (-1.5012, -0.3639, -0.6925)
C (-2.5693, -1.0699, -0.8538)
C (-2.6150, -2.4933, -0.8094)
C (-3.7508, -3.3108, -0.9313)
C (-3.2924, -4.6260, -0.8238)
C (-1.8985, -4.5352, -0.6478)
N (-1.4837, -3.2596, -0.6388)
C (-1.7894, 1.7219, 0.6035)
C (-2.9517, 2.3796, 0.9879)
C (-3.0700, 2.9477, 2.2525)
C (-2.0201, 2.8592, 3.1545)
C (-0.8529, 2.1994, 2.7810)
C (-0.7380, 1.6375, 1.5186)
H (-2.5669, 1.3473, -1.3457)
H (-0.8036, 1.4988, -1.2776)
H (-3.5298, -0.5713, -1.0456)
H (-4.7682, -2.9711, -1.0733)
H (-3.8774, -5.5329, -0.8681)
H (-1.1855, -5.3424, -0.5378)
H (-3.7807, 2.4429, 0.2911)
H (-3.9879, 3.4513, 2.5340)
H (-2.1113, 3.2914, 4.1434)
H (-0.0310, 2.1163, 3.4828)
H (0.1686, 1.1251, 1.2191)
C (3.5098, 3.6387, -0.6365)
N (2.3427, 2.7845, -0.6878)
C (2.3903, 1.4484, -1.0178)
N (3.4700, 1.0167, -1.7124)
O (1.4346, 0.7210, -0.7254)
H (3.2088, 4.6092, -0.2462)
H (3.9191, 3.8007, -1.6356)
H (4.2994, 3.2390, 0.0071)
H (1.5898, 2.9879, -0.0515)
H (4.3006, 1.5836, -1.6572)
H (3.6746, 0.0143, -1.5322)



> Number 1 is which compound?

C25H61N2O7S5



> What is the E_tot in the second record?

-291424.975 eV



> Number 2 is which compound?

C14H17BaN4OSbSe4



> Among the records above, which one has the lowest E_tot?

C14H17BaN4OSbSe4